{
  "formula": "C71H49Cl4N8O3SSbSe4Ti",
  "method": "the ωB97M-V functional and the def2-TZVPD basis",
  "species": ["Ti", "Cl", "C", "C", "C", "C", "C", "C", "C", "C", "C", "C", "C", "C", "C", "C", "C", "C", "Cl", "C", "C", "C", "N", "C", "C", "C", "C", "C", "C", "Cl", "C", "C", "C", "C", "C", "C", "N", "C", "C", "C", "C", "C", "N", "C", "C", "C", "C", "Cl", "C", "C", "C", "C", "N", "H", "H", "H", "H", "H", "H", "H", "H", "H", "H", "H", "H", "H", "H", "H", "H", "H", "H", "H", "H", "H", "H", "H", "H", "C", "C", "C", "C", "C", "C", "C", "S", "O", "O", "N", "C", "C", "C", "C", "C", "C", "C", "C", "N", "C", "H", "H", "H", "H", "H", "H", "H", "H", "H", "H", "H", "H", "H", "Se", "Sb", "Se", "Se", "Se", "C", "N", "N", "C", "O", "C", "C", "C", "C", "C", "C", "C", "C", "C", "H", "H", "H", "H", "H", "H", "H", "H", "H", "H", "H", "H"],
  "positions_angstrom": [[-0.527, -0.343, -0.766], [-7.528, 3.033, -6.210], [-6.159, 2.408, -5.333], [-4.902, 2.923, -5.606], [-3.809, 2.438, -4.907], [-3.969, 1.436, -3.950], [-5.239, 0.928, -3.702], [-6.343, 1.420, -4.382], [-2.789, 0.888, -3.234], [-2.383, -0.401, -3.573], [-2.903, -1.169, -4.680], [-2.368, -2.403, -4.576], [-1.560, -2.406, -3.377], [-1.089, -3.550, -2.729], [-1.380, -4.892, -3.262], [-0.332, -5.804, -3.410], [-0.558, -7.048, -3.975], [-1.840, -7.386, -4.375], [-2.118, -8.929, -5.132], [-2.905, -6.526, -4.174], [-2.672, -5.278, -3.617], [-0.366, -3.428, -1.527], [0.006, -2.196, -1.146], [1.136, -2.958, 0.707], [1.989, -1.071, 2.257], [2.953, -0.723, 3.366], [4.197, -1.321, 3.502], [5.035, -0.974, 4.552], [4.632, 0.003, 5.444], [5.686, 0.450, 6.753], [3.415, 0.649, 5.303], [2.578, 0.269, 4.269], [2.113, -0.011, 1.188], [3.277, 0.793, 1.154], [3.015, 1.864, 0.328], [1.701, 1.685, -0.146], [1.181, 0.501, 0.343], [0.934, 2.691, -0.773], [-0.337, 2.553, -1.314], [-1.220, 3.642, -1.614], [-2.320, 3.114, -2.207], [-2.082, 1.708, -2.350], [-0.902, 1.366, -1.738], [1.462, 4.085, -0.785], [1.076, 5.004, 0.187], [1.433, 6.339, 0.089], [2.193, 6.755, -0.991], [2.611, 8.437, -1.144], [2.618, 5.858, -1.955], [2.248, 4.526, -1.845], [0.627, -4.271, 0.490], [-0.102, -4.499, -0.626], [-1.495, -1.141, -2.858], [-4.778, 3.691, -6.358], [-2.819, 2.828, -5.108], [-5.395, 0.154, -2.958], [-7.324, 1.025, -4.156], [-3.574, -0.789, -5.431], [-2.507, -3.239, -5.238], [0.669, -5.530, -3.094], [0.255, -7.748, -4.105], [-3.909, -6.825, -4.437], [-3.506, -4.615, -3.431], [4.521, -2.064, 2.786], [5.993, -1.459, 4.681], [3.129, 1.430, 5.993], [1.614, 0.752, 4.166], [4.189, 0.616, 1.697], [3.665, 2.693, 0.102], [-1.038, 4.678, -1.386], [-3.200, 3.628, -2.553], [0.470, 4.674, 1.021], [1.114, 7.054, 0.836], [3.215, 6.200, -2.789], [2.561, 3.821, -2.604], [0.813, -5.040, 1.225], [-0.544, -5.462, -0.829], [8.301, -1.265, -3.092], [7.066, -1.870, -2.478], [6.466, -1.264, -1.379], [5.319, -1.800, -0.812], [4.773, -2.952, -1.347], [5.353, -3.571, -2.436], [6.502, -3.032, -2.998], [3.268, -3.708, -0.581], [3.882, -4.708, 0.336], [2.623, -4.327, -1.765], [0.707, -1.983, -0.066], [1.703, -2.543, 2.010], [2.340, -3.582, 2.788], [2.327, -3.593, 4.143], [1.462, -2.747, 4.874], [0.570, -1.903, 4.265], [-0.568, -1.422, 4.978], [-1.616, -0.908, 4.304], [-1.551, -0.906, 2.878], [-0.514, -1.195, 2.172], [0.653, -1.569, 2.831], [9.112, -1.227, -2.362], [8.105, -0.244, -3.423], [8.634, -1.847, -3.950], [6.901, -0.360, -0.965], [4.844, -1.323, 0.038], [4.889, -4.465, -2.834], [6.965, -3.514, -3.852], [2.817, -4.368, 2.214], [2.867, -4.365, 4.677], [1.375, -2.894, 5.945], [-0.599, -1.568, 6.052], [-2.533, -0.590, 4.779], [-2.455, -0.658, 2.334], [-6.731, -1.084, -0.802], [-4.774, -1.913, 0.423], [-5.326, -1.354, 2.760], [-4.831, -4.349, 0.209], [-2.530, -1.026, -0.291], [-2.308, 4.012, 4.610], [-1.536, 3.631, 3.445], [-2.111, 2.846, 2.456], [-1.128, 2.094, 1.828], [-1.345, 1.324, 0.893], [0.098, 2.449, 2.497], [-0.204, 3.337, 3.479], [0.694, 4.002, 4.462], [-3.410, 3.127, 1.965], [-4.201, 2.097, 1.484], [-5.489, 2.359, 1.046], [-5.972, 3.659, 1.060], [-5.166, 4.697, 1.503], [-3.884, 4.438, 1.961], [-3.365, 3.947, 4.369], [-2.069, 5.039, 4.888], [-2.106, 3.352, 5.458], [1.077, 2.090, 2.233], [1.725, 3.708, 4.275], [0.427, 3.721, 5.483], [0.614, 5.087, 4.380], [-3.786, 1.103, 1.445], [-6.125, 1.544, 0.720], [-6.980, 3.854, 0.720], [-5.530, 5.717, 1.495], [-3.250, 5.249, 2.298]],
  "forces_ev_per_angstrom": [[0.49, -0.61, 0.10], [-0.16, 0.05, -0.08], [0.06, -0.04, 0.09], [0.06, 0.06, -0.02], [-0.17, -0.08, 0.01], [0.11, 0.15, -0.08], [-0.04, 0.02, 0.01], [0.07, 0.01, -0.05], [-0.07, -0.65, -0.28], [0.48, 0.50, 0.90], [-0.02, -0.78, -0.35], [-0.58, 0.46, -0.58], [0.64, -0.70, 1.09], [-0.69, 0.80, -0.91], [0.13, -0.15, -0.06], [-0.08, -0.01, -0.11], [0.01, -0.06, 0.00], [0.00, 0.13, 0.11], [-0.03, -0.16, -0.03], [0.00, -0.01, -0.06], [0.06, -0.04, 0.07], [0.39, 0.33, 0.54], [0.87, -1.67, -0.25], [-0.93, 0.47, 0.18], [-0.31, -0.18, 0.19], [0.16, -0.14, -0.02], [-0.07, 0.10, -0.08], [0.07, 0.08, 0.06], [-0.02, -0.05, -0.16], [0.12, 0.05, 0.17], [0.01, -0.01, -0.04], [0.12, -0.01, 0.06], [-0.05, 0.19, -0.28], [-0.11, 0.01, -0.01], [-0.15, 0.07, -0.10], [0.53, 0.05, 0.02], [0.14, 0.38, -0.25], [-0.93, 0.01, -0.20], [1.08, 0.57, 0.19], [-0.25, -0.10, -0.17], [0.16, 0.17, 0.24], [0.64, -0.18, -0.27], [-0.34, 0.61, -0.53], [0.02, 0.13, -0.03], [0.09, -0.03, 0.05], [0.03, 0.00, -0.02], [-0.01, -0.12, 0.02], [0.06, 0.15, 0.00], [0.02, 0.02, 0.04], [0.03, -0.03, 0.02], [0.06, 0.41, 0.12], [-0.09, 0.27, -0.24], [0.38, 0.99, -0.32], [-0.05, 0.02, -0.02], [0.01, 0.01, -0.01], [0.04, -0.02, 0.10], [-0.06, 0.03, -0.05], [-0.05, -0.03, -0.04], [-0.01, -0.04, -0.01], [0.05, 0.06, -0.02], [0.02, -0.02, -0.03], [-0.02, -0.03, -0.04], [0.00, 0.03, 0.08], [-0.05, -0.07, -0.01], [0.02, 0.02, -0.03], [-0.01, -0.01, 0.04], [-0.07, -0.03, -0.05], [-0.01, 0.03, 0.07], [0.01, 0.03, -0.01], [0.02, 0.02, -0.01], [-0.03, 0.02, 0.00], [-0.03, -0.06, -0.01], [0.00, 0.01, -0.01], [0.01, 0.01, -0.01], [-0.05, -0.03, -0.02], [0.00, -0.05, -0.01], [0.02, -0.02, 0.03], [-0.09, -0.02, 0.08], [0.09, 0.04, -0.03], [-0.04, -0.01, 0.01], [0.10, -0.04, -0.07], [-0.52, -0.27, 0.25], [0.14, 0.07, -0.07], [-0.08, 0.00, 0.08], [1.49, 0.33, -0.55], [0.02, -0.33, 0.21], [-0.17, -0.24, -0.29], [-0.09, -0.68, 0.20], [0.11, 0.07, -0.18], [-0.03, -0.06, 0.26], [0.04, -0.18, -0.35], [-0.37, 0.23, 0.06], [0.57, -0.42, -0.04], [-0.44, 0.25, 0.07], [0.28, -0.14, 0.54], [0.09, -0.01, -0.81], [-0.18, 0.25, 0.35], [0.03, 0.13, 0.44], [0.07, 0.02, -0.04], [0.05, 0.03, -0.04], [0.05, 0.01, -0.03], [0.01, 0.05, -0.01], [-0.03, 0.04, 0.01], [-0.03, -0.01, -0.02], [0.02, 0.01, -0.04], [0.05, -0.07, 0.00], [0.05, -0.01, -0.01], [-0.05, 0.00, 0.03], [0.04, 0.04, 0.03], [-0.05, -0.04, 0.01], [-0.06, 0.06, -0.03], [0.55, 0.44, -0.41], [-2.87, -1.44, 1.12], [0.72, 0.30, -0.11], [0.71, 0.22, -0.26], [-1.80, -0.23, 0.76], [0.00, -0.23, 0.21], [0.04, 0.54, -0.22], [-0.09, -0.34, 0.14], [0.19, -0.43, -0.25], [-0.39, 0.78, 0.38], [0.15, 0.04, 0.32], [0.03, -0.07, -0.35], [-0.14, -0.06, 0.06], [-0.17, 0.30, -0.13], [0.27, -0.15, 0.00], [-0.14, 0.04, 0.00], [-0.03, -0.04, -0.04], [0.02, 0.08, 0.05], [0.08, 0.03, -0.04], [0.03, 0.05, 0.00], [-0.03, -0.02, 0.00], [-0.02, -0.01, -0.02], [0.04, -0.01, 0.03], [0.01, -0.02, 0.00], [0.05, 0.01, 0.05], [0.03, 0.02, 0.03], [-0.16, -0.17, 0.11], [0.13, -0.11, -0.08], [-0.03, 0.04, -0.01], [-0.01, 0.01, 0.00], [0.02, 0.00, 0.00]],
  "fmax_ev_per_a": 3.4,
  "e_lumo_ev": [2.13, 2.11],
  "orbital_gap_ev": [4.1, 4.1],
  "mol_weight_g_mol": 1721.6,
  "e_tot_ha": -16333.27859,
  "total_charge": -2,
  "e_homo_ev": [-2.01, -2.01]
}